Entry 1:
DFT (ωB97M-V/def2-TZVPD) results for a 2-piece molecular cluster, C2H7NS overall at a distorted geometry.

Last column: Mulliken charge in e.
Cartesian coordinates (Å):
S (0.42, 2.22, 0.10)  -0.11
H (0.68, 2.80, 1.23)  0.20
C (-1.22, -0.73, 0.03)  -0.71
C (1.25, -0.43, -0.11)  -0.20
N (0.06, -0.43, -0.64)  -0.11
H (-1.74, -1.62, -0.36)  0.32
H (-1.87, 0.11, 0.05)  0.33
H (-0.97, -0.94, 1.08)  0.29
H (1.45, -0.88, 0.87)  0.28
H (2.05, 0.14, -0.60)  0.40
H (-0.11, -0.23, -1.63)  0.31

Computed properties:
**Total charge**: +1
**2S+1**: 2


Entry 2:
DFT (ωB97M-V/def2-TZVPD) results for C51H57N5O2Os as an isolated structure at a distorted geometry.

Last column: Mulliken charge in e.
Cartesian coordinates (Å):
Os (0.20, 0.42, 0.09)  0.82
C (-0.30, 3.42, -0.55)  -1.61
O (-0.23, 2.38, 0.47)  0.69
C (-0.25, 2.80, 1.80)  0.65
C (-0.53, 4.09, 2.20)  -0.21
C (-0.51, 4.38, 3.56)  -1.29
C (-0.21, 3.39, 4.48)  -1.19
C (0.06, 2.09, 4.07)  -1.01
C (0.04, 1.78, 2.71)  1.23
N (0.29, 0.56, 2.09)  0.10
N (0.69, -0.46, 2.98)  0.13
C (1.75, -1.38, 2.46)  -0.74
C (2.20, -1.36, 1.15)  0.43
O (1.87, -0.49, 0.19)  -0.04
C (3.15, -2.34, 0.73)  -0.82
C (3.65, -3.24, 1.61)  -0.93
C (3.29, -3.19, 2.99)  0.86
C (3.89, -4.07, 3.92)  -0.91
C (3.62, -3.96, 5.25)  -0.79
C (2.75, -2.96, 5.71)  -0.94
C (2.13, -2.12, 4.83)  -0.53
C (2.35, -2.22, 3.43)  0.75
H (-1.31, 3.83, -0.55)  0.04
H (-0.07, 2.95, -1.49)  0.15
H (0.44, 4.18, -0.32)  0.68
H (-0.76, 4.86, 1.49)  0.58
H (-0.72, 5.38, 3.90)  0.51
H (-0.19, 3.62, 5.53)  0.47
H (0.26, 1.34, 4.83)  0.44
H (3.46, -2.31, -0.30)  0.62
H (4.37, -3.98, 1.29)  0.48
H (4.60, -4.80, 3.55)  0.46
H (4.09, -4.63, 5.96)  0.42
H (2.57, -2.85, 6.77)  0.46
H (1.48, -1.36, 5.25)  0.31
C (3.84, 2.06, 0.10)  -1.78
C (2.76, 2.37, -0.93)  1.86
C (2.83, 3.85, -1.34)  -1.90
C (2.83, 1.48, -2.14)  0.88
C (4.04, 1.46, -2.82)  -0.64
C (4.22, 0.71, -3.96)  -1.81
C (3.18, -0.07, -4.43)  -0.76
C (1.95, -0.12, -3.78)  1.02
C (0.94, -1.08, -4.39)  1.03
C (0.45, -0.59, -5.75)  -1.79
C (1.54, -2.48, -4.53)  -1.60
C (1.77, 0.70, -2.64)  -0.47
N (0.46, 0.69, -2.00)  1.11
C (-0.56, 0.72, -2.79)  -1.28
C (-1.87, 0.19, -2.49)  0.81
C (-2.62, -0.16, -3.62)  -1.07
C (-3.78, -0.91, -3.52)  -1.01
C (-4.21, -1.31, -2.26)  -1.08
C (-3.53, -0.92, -1.12)  -0.95
C (-2.36, -0.16, -1.21)  1.25
N (-1.71, 0.28, -0.04)  1.37
C (-2.58, 0.55, 1.09)  -0.84
C (-3.48, 1.64, 0.95)  0.81
C (-4.24, 2.02, 2.05)  -0.26
C (-4.14, 1.37, 3.27)  -1.67
C (-3.28, 0.30, 3.38)  -0.11
C (-2.49, -0.15, 2.31)  0.32
C (-1.70, -1.41, 2.65)  -0.08
C (-0.53, -1.16, 3.59)  -1.84
C (-1.37, -2.40, 1.56)  -1.83
C (-3.69, 2.48, -0.30)  1.14
C (-5.03, 2.15, -0.96)  -1.46
C (-3.67, 3.98, 0.03)  -2.07
H (3.66, 2.60, 1.03)  0.48
H (4.83, 2.36, -0.26)  0.53
H (3.89, 0.99, 0.32)  0.08
H (1.80, 2.21, -0.44)  -0.83
H (3.77, 4.06, -1.84)  0.37
H (2.77, 4.50, -0.47)  0.47
H (2.03, 4.11, -2.03)  0.44
H (4.86, 2.06, -2.44)  0.46
H (5.17, 0.72, -4.48)  0.40
H (3.33, -0.67, -5.31)  0.39
H (0.09, -1.19, -3.73)  -0.24
H (1.26, -0.61, -6.48)  0.41
H (0.08, 0.43, -5.72)  0.34
H (-0.35, -1.23, -6.13)  0.43
H (2.33, -2.51, -5.28)  0.40
H (0.77, -3.18, -4.86)  0.44
H (1.96, -2.83, -3.59)  0.26
H (-0.39, 1.01, -3.82)  1.29
H (-2.25, 0.12, -4.60)  0.52
H (-4.33, -1.18, -4.41)  0.50
H (-5.11, -1.91, -2.17)  0.48
H (-3.91, -1.19, -0.15)  0.56
H (-4.92, 2.85, 1.95)  0.44
H (-4.73, 1.69, 4.11)  0.47
H (-3.23, -0.25, 4.31)  0.52
H (-2.39, -1.94, 3.32)  1.02
H (1.16, 0.02, 3.77)  1.07
H (-0.17, -2.10, 4.00)  1.18
H (-0.84, -0.51, 4.41)  0.48
H (-0.53, -2.08, 0.96)  -0.27
H (-2.22, -2.57, 0.90)  0.49
H (-1.10, -3.35, 2.02)  0.64
H (-2.89, 2.28, -1.01)  -0.41
H (-5.85, 2.41, -0.29)  0.38
H (-5.12, 1.11, -1.22)  0.25
H (-5.15, 2.74, -1.87)  0.47
H (-4.67, 4.34, 0.30)  0.52
H (-3.37, 4.56, -0.84)  0.44
H (-3.01, 4.22, 0.86)  0.47
C (-0.06, -5.40, -2.36)  -1.27
C (0.24, -4.65, -1.06)  -0.57
C (0.16, -3.21, -1.19)  0.22
N (0.04, -2.06, -1.23)  -0.01
H (-0.07, -6.47, -2.16)  0.44
H (0.70, -5.20, -3.11)  0.28
H (-1.03, -5.11, -2.76)  0.34
H (1.24, -4.89, -0.69)  0.32
H (-0.47, -4.93, -0.28)  0.34

Computed properties:
**Total charge**: +2


Entry 3:
DFT (ωB97M-V/def2-TZVPD) results for a 4-piece molecular cluster, C32H59BF5N5O10PS overall at a distorted geometry.

Last column: Mulliken charge in e.
Cartesian coordinates (Å):
C (1.97, -0.19, -2.55)  -1.08
C (1.91, 0.32, -1.31)  -0.72
C (3.01, 0.31, -0.27)  -1.22
C (3.36, -1.03, 0.42)  0.84
C (4.26, -1.83, -0.55)  -0.68
C (4.72, -3.17, -0.08)  -0.82
N (5.79, -3.32, 0.60)  -0.49
N (4.32, -0.63, 1.52)  0.07
C (4.18, -1.58, 2.50)  -0.50
N (5.04, -1.68, 3.53)  0.28
S (6.38, -0.68, 3.74)  1.20
O (7.12, -0.49, 2.55)  -0.53
O (7.07, -1.19, 4.87)  -0.69
C (5.67, 0.98, 4.24)  0.61
F (4.33, 0.88, 4.34)  -0.22
F (6.15, 1.25, 5.44)  -0.24
C (6.03, 2.16, 3.30)  0.64
F (5.71, 1.90, 2.05)  -0.18
F (7.30, 2.43, 3.39)  -0.24
F (5.32, 3.20, 3.69)  -0.25
N (3.12, -2.34, 2.34)  0.40
C (3.11, -3.76, 2.72)  -0.99
C (1.89, -4.17, 3.51)  0.39
N (1.91, -5.05, 4.41)  -0.72
C (2.26, -1.78, 1.22)  0.64
C (1.55, -2.82, 0.33)  -1.00
C (0.05, -3.09, 0.61)  -1.63
C (-0.88, -2.18, -0.22)  0.26
P (-2.46, -1.86, 0.57)  0.66
O (-2.38, -0.71, 1.50)  -0.70
O (-2.79, -3.20, 1.36)  -0.44
C (-3.83, -3.13, 2.36)  -0.25
C (-3.26, -3.40, 3.75)  -0.95
O (-3.41, -1.64, -0.66)  -0.38
C (-4.70, -1.00, -0.46)  -0.23
C (-4.84, 0.12, -1.49)  -1.05
B (1.29, -0.69, 1.96)  0.12
O (1.24, -0.65, 3.35)  -0.47
O (0.57, 0.15, 1.22)  0.15
C (0.05, 1.33, 1.84)  -0.82
H (1.36, 0.28, -3.31)  0.29
H (2.51, -1.07, -2.86)  0.26
H (0.99, 0.78, -1.00)  0.35
H (2.76, 1.07, 0.47)  -0.12
H (3.91, 0.67, -0.77)  1.38
H (3.81, -1.95, -1.53)  0.30
H (5.15, -1.22, -0.68)  0.66
H (4.11, -4.04, -0.35)  0.53
H (5.93, -4.30, 0.80)  0.28
H (4.05, 0.26, 1.94)  0.42
H (4.87, -2.39, 4.23)  0.23
H (3.95, -3.93, 3.38)  0.77
H (3.26, -4.41, 1.86)  0.33
H (0.94, -3.68, 3.31)  -0.02
H (2.83, -5.46, 4.54)  0.24
H (1.61, -2.43, -0.69)  0.54
H (2.07, -3.77, 0.31)  0.65
H (-0.15, -4.10, 0.26)  0.67
H (-0.20, -3.08, 1.66)  0.15
H (-1.10, -2.71, -1.15)  0.65
H (-0.42, -1.24, -0.51)  -0.21
H (-4.35, -2.18, 2.36)  0.22
H (-4.54, -3.92, 2.11)  0.45
H (-2.20, -3.20, 3.76)  0.07
H (-3.47, -4.41, 4.09)  0.32
H (-3.73, -2.72, 4.46)  0.33
H (-5.47, -1.74, -0.65)  0.37
H (-4.80, -0.57, 0.53)  0.32
H (-5.87, 0.22, -1.82)  0.37
H (-4.55, 1.06, -1.01)  0.19
H (-4.19, -0.04, -2.35)  0.24
H (0.75, -1.38, 3.72)  0.29
H (0.82, 1.85, 2.41)  0.39
H (-0.80, 1.09, 2.47)  0.22
H (-0.30, 1.99, 1.05)  -0.10
C (-1.65, 4.03, -3.39)  -0.70
C (-1.36, 4.35, -1.93)  0.21
C (-2.34, 3.44, -1.21)  -0.49
O (-2.50, 2.29, -2.04)  -0.22
C (-1.93, 2.54, -3.33)  -0.14
H (-0.83, 4.28, -4.07)  0.39
H (-2.54, 4.57, -3.72)  0.31
H (-0.33, 4.07, -1.68)  -0.48
H (-1.49, 5.40, -1.67)  0.42
H (-3.32, 3.92, -1.09)  0.31
H (-1.99, 3.12, -0.23)  0.19
H (-1.00, 1.96, -3.41)  -0.09
H (-2.62, 2.20, -4.10)  0.29
C (-9.98, -0.46, -4.17)  -0.55
C (-9.13, 0.09, -5.32)  -0.55
C (-7.93, 0.66, -4.57)  -0.47
O (-7.76, -0.16, -3.41)  -0.29
C (-8.91, -1.00, -3.23)  -0.46
H (-10.69, -1.22, -4.48)  0.34
H (-10.53, 0.35, -3.69)  0.27
H (-8.82, -0.72, -5.98)  0.27
H (-9.64, 0.84, -5.92)  0.33
H (-8.11, 1.69, -4.25)  0.28
H (-7.02, 0.63, -5.16)  0.28
H (-8.63, -2.02, -3.49)  0.29
H (-9.21, -0.97, -2.19)  0.26
C (3.38, 5.20, -1.98)  -0.67
C (3.85, 5.21, -0.53)  -0.65
C (2.92, 4.18, 0.09)  -0.25
O (2.62, 3.23, -0.93)  0.08
C (3.05, 3.73, -2.20)  -0.50
H (4.12, 5.58, -2.69)  0.38
H (2.48, 5.81, -2.09)  0.25
H (4.89, 4.87, -0.47)  0.30
H (3.78, 6.18, -0.05)  0.39
H (1.98, 4.64, 0.43)  0.30
H (3.37, 3.66, 0.94)  -0.06
H (3.94, 3.17, -2.52)  0.31
H (2.27, 3.57, -2.94)  0.28

Computed properties:
**Total charge**: +1


| no. | DFT total energy (a.u.) |
| --- | --- |
| 1 | -532.9837 |
| 2 | -2491.9790 |
| 3 | -3544.4220 |